one.
A gas-phase ion, C9H21N2O2Si (charge +1). Source: the OMol25 dataset; level of theory: the ωB97M-V functional and the def2-TZVPD basis.

Last column: Löwdin charge in e.
Cartesian coordinates (Å):
C  1.7054  -0.8450  0.1949  -0.5186
C  -0.4955  -0.5841  0.8007  -0.0079
C  0.4576  -1.7367  0.6010  -0.4285
C  2.0600  2.2802  1.3781  -0.0124
C  0.6186  2.5054  -0.7228  -0.0347
C  0.8509  -3.0283  -1.3446  -0.0298
C  -1.7792  -0.4703  -1.9213  -0.1608
C  -2.8630  1.2701  0.5151  -0.1564
C  1.7034  1.6824  -0.0162  -0.3270
N  1.1169  0.2994  -0.0062  0.1466
N  0.9836  -2.6311  1.7935  0.3042
O  2.8043  -1.3099  0.3126  0.0963
O  -0.0417  -2.6882  -0.2621  -0.1365
Si  -2.1628  -0.3770  -0.0775  0.6838
H  -0.2678  -0.2729  1.8731  0.1254
H  1.1154  2.5204  1.9601  0.1143
H  2.5901  1.6105  1.8863  0.0266
H  2.6561  3.0436  1.0735  0.0567
H  0.1075  3.1430  -0.0394  0.0665
H  -0.1689  1.8808  -1.1868  0.0604
H  1.1858  2.9991  -1.4740  0.0753
H  0.4031  -4.0389  -1.7245  0.1406
H  1.8670  -3.2167  -0.9111  0.1112
H  0.7961  -2.5162  -2.2373  0.0625
H  -1.2004  -1.2806  -2.1746  -0.0133
H  -2.6913  -0.4676  -2.5288  0.0576
H  -1.1933  0.2575  -2.3179  -0.0084
H  -2.7885  1.3281  1.5645  0.0296
H  -2.2668  2.0973  0.2013  0.0258
H  -3.7026  1.4392  0.0428  -0.0254
H  2.6559  1.7271  -0.4961  0.1365
H  0.6260  -2.2445  2.6398  0.1593
H  2.0314  -2.6955  1.7154  0.1775
H  0.9525  -3.5592  1.4552  0.1516
H  -2.9214  -1.7333  0.4748  0.0512

Properties
Multiplicity: 1
HOMO level in hartree: -0.483
HOMO-LUMO gap in eV: 9.1
Net charge: +1

two.
A gas-phase ion, C9H21N2O2Si (charge +1). Source: the OMol25 dataset; level of theory: the ωB97M-V functional and the def2-TZVPD basis.

Last column: Löwdin charge in e.
Cartesian coordinates (Å):
C  1.7781  0.7234  0.0780  -0.4259
C  0.4648  -1.0080  -0.7791  0.0538
C  1.3849  0.0070  -1.3127  -0.4470
C  0.8107  -0.9053  2.9743  -0.0339
C  -0.7753  1.0538  2.4746  -0.0694
C  1.1373  2.0498  -2.6370  -0.0573
C  -2.2083  0.8494  -1.0452  -0.1606
C  -2.2709  -2.1026  -0.2102  -0.2356
C  0.6120  0.4995  2.2424  -0.4325
N  0.7597  0.2395  0.8407  0.0951
N  2.6882  -0.5244  -1.8878  0.2788
O  2.8857  1.1724  0.0632  0.0958
O  0.7728  0.7128  -2.3783  -0.1530
Si  -1.4303  -0.9040  -1.3387  0.6721
H  0.8626  -1.8746  -0.3851  0.0730
H  0.0955  -1.5713  2.5810  0.0327
H  1.9144  -1.2383  2.7006  0.1183
H  0.6899  -0.5871  4.0560  0.1019
H  -1.0162  1.9020  1.7138  0.1018
H  -0.7947  1.6041  3.4713  0.1047
H  -1.5645  0.3229  2.4349  0.0690
H  0.4584  2.7916  -2.2652  0.0905
H  1.2326  2.1164  -3.7220  0.0960
H  2.2432  2.3106  -2.3601  0.1326
H  -2.0692  1.6133  -1.8827  0.0584
H  -3.3115  0.7854  -0.9759  0.0470
H  -1.7426  1.1908  -0.1958  -0.0522
H  -1.8304  -2.2588  0.8207  0.0381
H  -3.3174  -1.8630  0.0284  0.0372
H  -2.1712  -3.1893  -0.5683  0.0613
H  1.4779  1.1106  2.6030  0.1625
H  2.7991  -1.4909  -1.5393  0.1812
H  3.5397  0.0478  -1.5916  0.1944
H  2.5716  -0.4990  -2.8922  0.1711
H  -1.3545  -1.4399  -2.6953  0.0002

Properties
Multiplicity: 1
HOMO level (spin up / spin down) in hartree: -0.474 / -0.474
HOMO-LUMO gap (spin up / spin down) in eV: 8.5 / 8.5
Net charge: +1

Most stable to least stable, the ends of the list are two and one.

one.
2 unconnected molecules or ions with the total composition C3H4BrOS. Source: the OMol25 dataset; level of theory: the ωB97M-V functional and the def2-TZVPD basis.

Last column: Löwdin charge in e.
Cartesian coordinates (Å):
C  -2.4845  -0.0086  -0.4160  -0.9093
C  1.1816  0.5752  0.4000  -0.3779
C  0.5249  -0.5668  -0.3308  -0.7774
O  -2.6908  -0.4767  -1.4689  0.0477
S  -2.5467  0.7088  0.9661  0.6764
Br  1.1268  -2.2905  0.4597  0.2850
H  0.8303  0.6177  1.4346  0.0272
H  2.2859  0.5518  0.4247  0.0287
H  0.8865  1.5063  -0.0955  0.0421
H  0.8859  -0.6173  -1.3738  -0.0425

Properties
Multiplicity: 1
HOMO level in hartree: -0.067
HOMO-LUMO gap in eV: 5.0
Net charge: -1

two.
2 unconnected molecules or ions with the total composition C3H4BrOS. Source: the OMol25 dataset; level of theory: the ωB97M-V functional and the def2-TZVPD basis.

Last column: Löwdin charge in e.
Cartesian coordinates (Å):
C  -1.3323  1.6503  1.4232  -0.8306
C  0.5006  -0.5480  -1.1932  -0.4145
C  0.7970  -0.5940  0.2074  -0.8083
O  -0.8012  1.7670  2.4810  0.0614
S  -1.7362  1.7821  -0.0806  0.7837
Br  1.6387  -2.2050  1.0633  0.2363
H  -0.0039  -1.4331  -1.6028  0.0362
H  -0.2675  0.2012  -1.2467  -0.0541
H  1.3327  -0.1901  -1.8892  0.0604
H  -0.1280  -0.4304  0.8375  -0.0704

Properties
Multiplicity: 1
HOMO level in hartree: -0.045
HOMO-LUMO gap in eV: 4.2
Net charge: -1

Most stable to least stable, the ends of the list are one and two.

one.
2 unconnected molecules or ions with the total composition C3H10O2. Source: the OMol25 dataset; level of theory: the ωB97M-V functional and the def2-TZVPD basis.

Last column: Löwdin charge in e.
Cartesian coordinates (Å):
C  0.1628  0.6203  0.5717  -0.2166
O  -1.2650  0.8755  0.2758  -0.1256
C  0.7200  0.0173  -0.7402  -0.2550
C  2.1672  0.3491  -1.1249  -0.1195
H  0.6398  1.5432  0.8201  0.0939
H  0.2412  0.0227  1.4951  0.1131
H  -1.6129  0.6184  -0.5836  0.0619
H  0.7568  -1.1258  -0.5527  0.1257
H  0.0178  0.2201  -1.6701  0.1360
H  2.7190  0.0272  -0.1526  0.1088
H  2.6335  -0.2641  -1.8871  0.0672
H  2.3402  1.3226  -1.3092  0.0197
H  -3.7381  -0.8326  1.6427  0.0792
H  -2.4208  -1.6193  1.6869  0.0134
O  -3.3615  -1.7745  1.5280  -0.1024

Properties
Multiplicity: 1
HOMO level in hartree: -0.386
HOMO-LUMO gap in eV: 11.4
Net charge: 0

two.
2 unconnected molecules or ions with the total composition C3H10O2. Source: the OMol25 dataset; level of theory: the ωB97M-V functional and the def2-TZVPD basis.

Last column: Löwdin charge in e.
Cartesian coordinates (Å):
C  2.5838  0.1955  -1.5316  -0.1349
O  1.9267  0.5102  -2.7891  -0.1477
H  1.8388  0.0264  -0.7641  0.0503
H  3.2235  -0.6457  -1.7752  0.0753
H  3.1869  1.0592  -1.2456  0.0725
H  1.1510  1.0370  -2.5381  0.0649
C  -1.1318  0.2879  1.4288  -0.3034
O  -0.4778  0.4000  0.1565  -0.1036
C  -2.1767  -0.8291  1.4643  -0.0828
H  -0.3581  0.0609  2.1657  0.1061
H  -1.5246  1.2829  1.6320  0.1056
H  -0.9695  -0.1192  -0.4902  0.0758
H  -1.7863  -1.6853  0.9134  0.0758
H  -2.4477  -1.1211  2.4699  0.0714
H  -3.0382  -0.4596  0.9031  0.0748

Properties
Multiplicity: 1
HOMO level in hartree: -0.369
HOMO-LUMO gap in eV: 10.9
Net charge: 0

Most stable to least stable, the ends of the list are two and one.

one.
2 unconnected molecules or ions with the total composition C3H10O2. Source: the OMol25 dataset; level of theory: the ωB97M-V functional and the def2-TZVPD basis.

Last column: Löwdin charge in e.
Cartesian coordinates (Å):
C  0.6994  1.9492  1.5387  -0.1530
O  2.0585  1.5440  1.3554  -0.1073
H  -0.0365  1.3867  0.9210  0.0454
H  0.4900  2.9376  1.1897  0.0694
H  0.3371  1.7664  2.5484  0.0799
H  2.5972  2.2512  1.0260  0.0601
C  -0.4621  -0.7634  -0.5381  -0.3099
O  -1.7774  -0.6510  0.0842  -0.1160
C  -0.3831  -1.8769  -1.6019  -0.0912
H  0.0994  -1.0555  0.3437  0.0999
H  -0.1576  0.3590  -0.8024  0.1320
H  -2.2607  -1.1529  -0.5908  0.0615
H  -0.9774  -2.6605  -1.1230  0.0700
H  0.6480  -2.2441  -1.7567  0.0802
H  -0.8748  -1.7896  -2.5941  0.0792

Properties
Multiplicity: 1
HOMO level in hartree: -0.371
HOMO-LUMO gap in eV: 11.1
Net charge: 0

two.
2 unconnected molecules or ions with the total composition C3H10O2. Source: the OMol25 dataset; level of theory: the ωB97M-V functional and the def2-TZVPD basis.

Last column: Löwdin charge in e.
Cartesian coordinates (Å):
C  0.4908  0.0645  0.3248  -0.2731
O  -0.2606  0.6841  1.3912  -0.0934
C  0.8964  1.1102  -0.6836  -0.2330
C  1.2373  0.5604  -2.0870  -0.1028
H  1.2813  -0.4125  0.8901  0.1161
H  -0.1192  -0.7064  -0.1385  0.0907
H  -1.1609  0.3367  1.4094  0.0569
H  0.0823  1.8156  -0.7908  0.1014
H  1.7275  1.7023  -0.2884  0.1076
H  0.4781  0.8484  -2.8026  0.0609
H  2.1969  0.9094  -2.4370  0.0585
H  1.2761  -0.5318  -2.1374  0.0659
H  -1.7027  -2.6599  0.4700  0.0476
H  -2.6941  -1.5513  0.5929  0.0511
O  -1.9554  -1.9517  1.0781  -0.0542

Properties
Multiplicity: 1
HOMO level in hartree: -0.364
HOMO-LUMO gap in eV: 10.5
Net charge: 0

three.
2 unconnected molecules or ions with the total composition C3H10O2. Source: the OMol25 dataset; level of theory: the ωB97M-V functional and the def2-TZVPD basis.

Last column: Löwdin charge in e.
Cartesian coordinates (Å):
C  -0.1633  0.7240  0.1334  -0.2822
O  -1.4753  0.6087  -0.4144  -0.0871
C  0.7705  -0.1870  -0.6254  -0.2387
C  2.2460  0.0580  -0.2611  -0.1005
H  0.1909  1.7549  0.0874  0.1165
H  -0.1849  0.4133  1.1795  0.1207
H  -1.9956  1.4019  -0.2741  0.0900
H  0.5087  -1.2140  -0.3761  0.1072
H  0.6217  -0.0517  -1.7021  0.1119
H  2.8602  0.1583  -1.1610  0.0695
H  2.3829  0.9793  0.3079  0.0665
H  2.6625  -0.7517  0.3259  0.0648
H  -2.2419  -1.1887  0.4034  0.0012
H  -3.5027  -1.1038  1.2161  0.0305
O  -2.6796  -1.6014  1.1607  -0.0701

Properties
Multiplicity: 1
HOMO level in hartree: -0.391
HOMO-LUMO gap in eV: 11.4
Net charge: 0

Most stable to least stable, the ends of the list are three and one.

one.
3 unconnected molecules or ions with the total composition C3H10O2. Source: the OMol25 dataset; level of theory: the ωB97M-V functional and the def2-TZVPD basis.

Last column: Löwdin charge in e.
Cartesian coordinates (Å):
C  -0.6392  0.4525  -1.9236  -0.1357
C  -0.9235  1.3734  -0.7996  -0.2506
C  -1.5017  2.5580  -1.0051  -0.0248
H  0.4912  0.0876  -1.9211  0.1094
H  -1.2374  -0.4299  -1.8164  0.0568
H  -0.7957  0.8303  -2.9078  0.0573
H  -0.8445  1.0753  0.2769  0.1011
H  -1.8077  3.1926  -0.1824  0.0437
H  -1.5065  3.2068  -1.8498  0.0464
H  1.9522  -0.9370  1.1206  0.0237
H  1.3389  -0.4703  2.2825  0.0638
O  2.2795  -0.6700  1.9944  -0.0817
H  1.9100  -3.4678  2.1242  0.0866
H  0.3201  -3.0547  2.1441  0.0386
O  0.9643  -3.7470  2.4629  -0.1346

Properties
Multiplicity: 1
HOMO level in hartree: -0.361
HOMO-LUMO gap in eV: 10.0
Net charge: 0

two.
2 unconnected molecules or ions with the total composition C3H10O2. Source: the OMol25 dataset; level of theory: the ωB97M-V functional and the def2-TZVPD basis.

Last column: Löwdin charge in e.
Cartesian coordinates (Å):
C  -1.2296  -0.4304  -0.0122  -0.0485
C  -0.2238  0.7218  -0.2158  -0.4477
C  -0.7758  1.9507  -0.8876  -0.0602
O  0.8231  0.1081  -1.0197  -0.0934
H  -1.8606  -0.7971  -0.8258  0.0921
H  -1.9240  -0.1000  0.7647  0.0849
H  -0.6355  -1.1813  0.4549  0.0289
H  0.4042  0.8262  0.6591  0.1312
H  -1.0751  2.6932  -0.0845  0.0937
H  -1.8059  1.9012  -1.2821  0.0799
H  -0.0840  2.4424  -1.5536  0.0733
H  0.5160  -0.3545  -1.8089  0.0868
H  0.6967  -1.9779  1.1484  -0.0092
H  1.6355  -1.2213  2.1612  0.0433
O  1.3391  -2.0898  1.8507  -0.0549

Properties
Multiplicity: 1
HOMO level in hartree: -0.382
HOMO-LUMO gap in eV: 11.2
Net charge: 0

three.
2 unconnected molecules or ions with the total composition C3H10O2. Source: the OMol25 dataset; level of theory: the ωB97M-V functional and the def2-TZVPD basis.

Last column: Löwdin charge in e.
Cartesian coordinates (Å):
O  0.8059  -1.2519  1.2060  -0.0280
C  -1.1000  -0.0809  0.2534  -0.0585
C  0.5652  -1.2948  -1.1918  -0.0622
C  0.3840  -0.5427  0.1414  -0.5622
H  1.4486  -1.8909  0.8332  0.1039
H  -1.3786  0.6963  -0.4780  0.0753
H  -1.2847  0.3090  1.2685  0.0752
H  -1.7434  -0.9622  0.0926  0.0772
H  -0.2412  -2.0439  -1.2627  0.0802
H  1.5356  -1.8173  -1.2352  0.0771
H  0.4921  -0.6161  -2.0583  0.0868
H  1.0695  0.3276  0.0929  0.1283
O  -0.0147  3.0650  0.4159  -0.0863
H  -0.9421  2.8252  0.6411  0.0391
H  0.4035  3.2777  1.2809  0.0540

Properties
Multiplicity: 1
HOMO level in hartree: -0.362
HOMO-LUMO gap in eV: 10.7
Net charge: 0

Most stable to least stable, the ends of the list are three and one.

one.
2 unconnected molecules or ions with the total composition C4H8NO3. Source: the OMol25 dataset; level of theory: the ωB97M-V functional and the def2-TZVPD basis.

Last column: Löwdin charge in e.
Cartesian coordinates (Å):
C  -1.1360  -0.7743  -1.4199  -0.0599
C  -2.4160  -0.5870  -0.5515  -0.8094
O  -2.5582  0.5593  -0.0621  -0.1140
O  -3.0995  -1.6089  -0.3500  -0.0953
H  -1.3935  -0.4146  -2.4225  0.0587
H  -0.8182  -1.8140  -1.4394  0.0598
H  -0.3355  -0.1078  -1.1184  0.0165
C  0.3751  0.3696  1.3960  -0.0124
C  1.7680  0.1522  0.9214  -0.5798
O  2.5989  -0.5474  1.4771  0.0148
N  2.2353  1.0957  0.0209  0.1245
H  3.1984  0.8933  -0.2000  0.0888
H  1.6977  1.5133  -0.7189  0.0903
H  0.0492  -0.1948  2.2592  0.0880
H  -0.3900  0.0272  0.6797  0.0386
H  0.2244  1.4382  1.5284  0.0908

Properties
Multiplicity: 1
HOMO level in hartree: -0.155
HOMO-LUMO gap in eV: 7.7
Net charge: -1

two.
2 unconnected molecules or ions with the total composition C4H8NO3. Source: the OMol25 dataset; level of theory: the ωB97M-V functional and the def2-TZVPD basis.

Last column: Löwdin charge in e.
Cartesian coordinates (Å):
C  0.3679  1.6792  0.3276  -0.0263
C  -1.0686  1.7116  -0.2071  -0.5343
O  -1.6957  2.8086  -0.2646  -0.0884
N  -1.7992  0.5635  -0.5095  0.1318
H  -2.8306  0.7672  -0.8496  0.1573
H  -1.2839  -0.2675  -0.4633  0.0125
H  1.1385  1.5159  -0.5222  0.1076
H  0.6110  1.0001  1.0714  0.0083
H  0.5475  2.7797  0.5959  0.0903
C  1.8463  -2.4681  -0.6305  -0.0428
C  0.9109  -1.5229  0.2252  -0.7760
O  -0.2901  -1.8668  0.3068  -0.0992
O  1.4739  -0.6843  0.9256  -0.0893
H  1.2581  -3.4037  -0.7604  0.0574
H  2.6776  -2.7217  0.0289  0.0467
H  2.2322  -2.0728  -1.5680  0.0445

Properties
Multiplicity: 1
HOMO level in hartree: -0.170
HOMO-LUMO gap in eV: 8.7
Net charge: -1

three.
2 unconnected molecules or ions with the total composition C4H8NO3. Source: the OMol25 dataset; level of theory: the ωB97M-V functional and the def2-TZVPD basis.

Last column: Löwdin charge in e.
Cartesian coordinates (Å):
C  1.4815  -0.7746  2.6662  -0.0413
C  1.0028  -0.4084  1.2840  -0.6352
O  1.6822  -0.7301  0.3076  -0.0154
N  -0.1415  0.2676  1.1835  0.1495
H  -0.6092  0.4458  0.2328  0.0544
H  -0.7245  0.3373  2.0003  0.0905
H  2.4976  -1.1563  2.6204  0.0677
H  0.8121  -1.5338  3.0775  0.0710
H  1.4593  0.0757  3.3510  0.0670
C  -0.6646  0.0775  -2.6943  -0.0448
C  -1.6126  1.0651  -2.0101  -0.7405
O  -1.7324  0.9177  -0.7430  -0.1299
O  -2.1829  1.9163  -2.7108  -0.0708
H  0.3027  0.5501  -2.8583  0.0649
H  -1.0695  -0.2665  -3.6546  0.0595
H  -0.5009  -0.7834  -2.0521  0.0534

Properties
Multiplicity: 1
HOMO level in hartree: -0.165
HOMO-LUMO gap in eV: 8.1
Net charge: -1

four.
2 unconnected molecules or ions with the total composition C4H8NO3. Source: the OMol25 dataset; level of theory: the ωB97M-V functional and the def2-TZVPD basis.

Last column: Löwdin charge in e.
Cartesian coordinates (Å):
C  -0.6826  1.3435  -2.4425  -0.0525
C  -0.5740  -0.1422  -1.9894  -0.8038
O  0.5785  -0.5605  -1.7339  -0.1139
O  -1.6544  -0.7624  -1.8668  -0.1045
H  -0.8981  1.9060  -1.5412  0.0510
H  -1.4709  1.4563  -3.1908  0.0498
H  0.2841  1.6513  -2.8411  0.0462
C  -0.0251  -1.3862  1.2432  -0.0159
C  0.2092  -0.0037  1.7838  -0.5909
O  -0.5155  0.9491  1.6068  0.0371
N  1.3301  0.1295  2.5772  0.1168
H  1.6389  1.0825  2.7252  0.0911
H  2.0778  -0.5506  2.5868  0.0812
H  -0.8671  -1.8765  1.7330  0.0836
H  0.9223  -1.9216  1.1518  0.0744
H  -0.3533  -1.3145  0.1980  0.0504

Properties
Multiplicity: 1
HOMO level in hartree: -0.144
HOMO-LUMO gap in eV: 7.6
Net charge: -1

Most stable to least stable, the ends of the list are three and two.